[1]
DFT (ωB97M-V/def2-TZVPD) results for C5H12N2O3S in the gas phase at a distorted geometry.

```
23
Properties=species:S:1:pos:R:3:lowdin_charge:R:1
S -2.08 -0.01 0.19 0.592
O -0.27 -2.31 0.06 0.005
O -2.73 -0.84 1.20 -0.315
O -2.28 -0.43 -1.17 -0.319
N -0.46 0.16 0.47 -0.199
N 1.55 -0.94 -0.19 -0.165
C 1.21 -0.01 -1.26 -0.127
C 0.24 0.97 -0.49 -0.218
C 2.77 -0.63 0.51 -0.103
C -2.70 1.66 0.41 -0.134
C 0.38 -1.24 0.58 -0.329
H -1.77 2.22 0.88 0.101
H 0.47 -1.48 1.64 0.167
H 0.66 -0.35 -2.11 0.107
H 2.86 0.27 1.14 0.082
H 3.09 -1.45 1.18 0.078
H -3.45 1.67 1.23 0.071
H 0.91 1.58 0.15 0.120
H 2.03 0.71 -1.52 0.132
H -0.63 -2.35 -0.87 0.136
H -0.46 1.38 -1.27 0.130
H 3.69 -0.72 -0.28 0.138
H -3.03 2.14 -0.49 0.052
```

The HOMO energy is -9.226 eV. For the LUMO energy, the calculation gives 0.024 hartree. Its molar mass is 180.23 g mol⁻¹.


[2]
DFT (ωB97M-V/def2-TZVPD) results for a molecular structure, C5H12N2O5S at a distorted geometry.

```
25
Properties=species:S:1:pos:R:3:lowdin_charge:R:1
S 0.75 -2.48 -0.84 0.462
O -1.47 1.56 -2.17 0.143
O 1.52 -3.30 -1.94 -0.109
O -0.57 -3.03 -0.78 -0.266
O 1.50 -2.50 0.39 -0.263
O 0.74 -1.14 -1.48 -0.240
N 0.58 1.90 -1.27 0.211
N -1.73 -0.84 -0.98 0.188
C 0.34 1.49 2.74 -0.084
C -0.59 -0.12 -0.72 -0.253
C -0.15 -0.03 0.69 -0.176
C -0.58 1.24 -1.49 -0.503
C -0.64 1.20 1.52 -0.194
H -1.71 -1.76 -0.89 0.001
H 0.88 -0.02 0.80 0.080
H -2.08 -0.61 -1.94 0.148
H -1.77 1.10 1.75 0.142
H -0.08 1.23 3.77 0.093
H 1.27 1.51 -0.64 0.127
H 2.26 -2.78 -2.25 0.093
H 0.64 2.80 -1.59 0.088
H -0.53 2.10 0.87 0.083
H 1.17 0.82 2.57 0.049
H -0.47 -0.87 1.19 0.104
H 0.71 2.54 2.70 0.074
```

The HOMO energy is -10.688 eV. For the LUMO energy, the calculation gives 0.012 hartree. Its molar mass is 212.23 g mol⁻¹.


[3]
DFT (ωB97M-V/def2-TZVPD) results for C5H12N2S in the gas phase at a distorted geometry.

```
20
Properties=species:S:1:pos:R:3:lowdin_charge:R:1
S 1.31 -1.90 -0.05 0.619
N 0.87 -0.45 -0.84 -0.350
N 0.10 2.68 -0.43 0.028
C -0.04 0.30 -0.46 -0.444
C -1.90 -1.03 0.30 -0.066
C -1.06 0.26 0.64 -0.460
C -0.08 1.58 -1.31 -0.244
C -0.54 0.34 1.94 -0.112
H -0.06 -0.51 2.39 0.070
H -2.72 -0.88 -0.59 0.121
H 1.09 2.71 -0.19 0.093
H 0.60 1.37 -2.19 0.117
H -1.31 0.66 2.62 0.090
H -2.56 -1.16 1.24 0.088
H -1.64 1.14 0.42 0.118
H -1.14 1.76 -1.76 0.145
H 0.19 1.18 1.95 0.099
H 2.98 -1.72 -0.12 0.004
H -0.17 3.52 -0.79 0.032
H -1.21 -1.95 0.04 0.051
```

The HOMO energy is -8.410 eV. For the LUMO energy, the calculation gives 0.014 hartree. Its molar mass is 132.23 g mol⁻¹.


[4]
DFT (ωB97M-V/def2-TZVPD) results for C5H12N2S in the gas phase at a distorted geometry.

```
20
Properties=species:S:1:pos:R:3:lowdin_charge:R:1
S 0.29 2.04 -0.83 0.636
N 0.40 -0.85 -1.87 -0.054
N -1.12 -1.58 1.46 -0.012
C 0.49 -0.15 1.02 -0.312
C -0.09 -1.35 0.32 -0.331
C 1.16 1.17 0.50 -0.528
C -0.84 -0.13 1.91 -0.144
C -0.69 -1.30 -1.09 -0.295
H -1.69 0.63 1.71 0.126
H 0.79 -1.76 -1.99 0.067
H 0.94 1.17 -1.69 -0.127
H -1.54 -0.67 -1.17 0.099
H 1.20 2.00 1.34 0.103
H -0.60 -0.05 2.99 0.089
H -0.99 -2.41 -1.19 0.138
H 1.34 -0.48 1.61 0.124
H 0.18 -0.60 -2.90 0.129
H 0.67 -2.22 0.32 0.150
H 2.07 1.03 -0.09 0.041
H -2.12 -1.65 1.12 0.101
```

The HOMO energy is -8.459 eV. For the LUMO energy, the calculation gives 0.030 hartree. Its molar mass is 132.23 g mol⁻¹.


[5]
DFT (ωB97M-V/def2-TZVPD) results for C5H12N2Si in the gas phase at a distorted geometry.

```
20
Properties=species:S:1:pos:R:3:lowdin_spin:R:1
Si -0.15 0.13 -0.17 0.070
N -2.29 -2.81 -0.56 0.162
N 0.82 -2.21 0.96 0.968
C -1.22 -2.37 -0.47 0.127
C -1.15 0.72 1.41 0.034
C 0.03 -1.77 -0.22 0.217
C -1.00 0.95 -1.71 0.007
C 1.66 0.73 -0.20 0.024
H 0.83 -3.24 0.95 0.184
H -0.50 1.03 2.27 0.006
H -1.91 1.22 -1.53 0.001
H 2.17 0.46 -1.07 0.001
H 0.28 -1.97 1.75 0.124
H -0.56 1.87 -1.93 0.001
H 2.20 0.41 0.79 0.014
H -0.94 0.23 -2.63 0.000
H -1.75 1.63 1.12 0.005
H 0.54 -2.06 -1.23 0.041
H 1.82 1.79 -0.28 0.002
H -1.73 -0.02 1.73 0.011
```

The HOMO energy (spin up / spin down) is -4.074 / -10.880 eV. As for the spin multiplicity: 3. For the LUMO energy (spin up / spin down), the calculation gives 0.028 / -0.179 hartree. Its molar mass is 128.25 g mol⁻¹.


[6]
DFT (ωB97M-V/def2-TZVPD) results for a gas-phase ion, C5H12N3 (charge +1) at a distorted geometry.

```
20
Properties=species:S:1:pos:R:3:lowdin_charge:R:1
N -0.77 0.87 -0.76 0.060
N 0.00 -1.39 0.80 0.097
N 1.72 -2.56 0.00 0.232
C 0.79 -0.89 -1.46 -0.090
C -0.04 -1.36 2.18 -0.097
C 0.89 -1.59 -0.13 -0.493
C 0.50 0.61 -1.34 -0.168
C -1.11 2.14 -0.23 -0.023
H -0.91 -0.75 2.46 0.094
H -0.01 -1.38 -2.03 0.134
H -0.28 -2.36 2.57 0.115
H -0.22 2.63 0.17 0.108
H 1.78 -3.09 0.86 0.078
H 0.86 -0.96 2.65 0.103
H -1.85 2.03 0.57 0.115
H 1.72 -1.05 -1.99 0.132
H 0.57 1.03 -2.36 0.163
H 1.27 1.10 -0.73 0.146
H -1.55 2.80 -0.98 0.127
H -1.55 0.32 -1.12 0.168
```

The HOMO energy (spin up / spin down) is -13.213 / -13.278 eV. For the LUMO energy (spin up / spin down), the calculation gives -0.271 / -0.200 hartree. As for the charge: +1. Its molar mass is 114.17 g mol⁻¹.


[7]
DFT (ωB97M-V/def2-TZVPD) results for a molecular structure, C5H12N3 at a distorted geometry.

```
20
Properties=species:S:1:pos:R:3:lowdin_charge:R:1
N 1.05 -1.11 0.38 -0.224
N 1.20 -0.90 -1.99 0.188
N 1.84 -1.96 0.84 0.193
C -1.96 1.17 -0.56 -0.065
C -0.56 1.32 -0.04 -0.230
C 0.11 -0.70 1.43 -0.081
C -0.12 0.85 1.31 -0.144
C 1.13 -0.40 -0.75 -0.092
H 1.63 -0.47 -2.80 0.145
H -0.80 -1.17 1.19 0.109
H 0.34 -1.19 2.41 0.156
H 0.55 -1.63 -2.13 0.115
H 0.99 1.19 1.37 0.154
H -2.79 1.90 -0.40 0.104
H -2.09 0.77 -1.58 0.089
H 0.15 0.63 -0.71 0.079
H -0.12 2.28 -0.21 0.128
H -0.76 1.38 2.03 0.143
H -2.35 0.32 0.09 0.095
H 2.57 -2.30 0.13 0.138
```

The HOMO energy (spin up / spin down) is -13.307 / -13.306 eV. For the LUMO energy (spin up / spin down), the calculation gives -0.191 / -0.191 hartree. As for the charge: +1. Its molar mass is 114.17 g mol⁻¹.


[8]
DFT (ωB97M-V/def2-TZVPD) results for a gas-phase ion, C5H12N3 (charge +1) at a distorted geometry.

```
20
Properties=species:S:1:pos:R:3:lowdin_spin:R:1
N -1.44 1.82 0.38 0.321
N 2.30 0.77 -0.39 0.085
N 1.21 -1.94 0.49 0.188
C 1.03 0.52 0.45 0.654
C -0.92 0.75 -0.18 0.488
C -1.70 -1.68 -0.57 0.030
C -0.95 -0.72 0.33 0.049
C 0.57 -0.88 0.46 0.066
H 2.11 1.63 -0.81 0.010
H 3.12 0.87 0.09 0.017
H -1.16 -2.65 -0.63 0.004
H -1.67 2.77 0.01 0.013
H 2.26 -1.86 0.34 0.002
H -1.83 -1.28 -1.55 0.003
H 0.82 1.21 1.34 0.031
H 2.44 0.00 -1.14 0.002
H -2.72 -1.96 -0.12 0.002
H -1.54 1.83 1.40 0.015
H -1.45 -0.74 1.37 -0.001
H -0.66 0.83 -1.19 0.021
```

The HOMO energy (spin up / spin down) is -8.791 / -13.705 eV. As for the spin multiplicity: 3. For the LUMO energy (spin up / spin down), the calculation gives -0.136 / -0.208 hartree. As for the charge: +1. Its molar mass is 114.17 g mol⁻¹.


[9]
DFT (ωB97M-V/def2-TZVPD) results for a gas-phase ion, C5H12N3O (charge +1) at a distorted geometry.

```
21
Properties=species:S:1:pos:R:3:lowdin_charge:R:1
O 1.09 -1.33 -1.15 -0.016
N -0.58 0.20 -0.86 -0.086
N -1.01 0.39 1.59 -0.347
N -0.84 -0.93 1.70 0.156
C 0.19 -0.77 -0.46 -0.156
C 1.74 -2.44 -0.42 0.020
C 0.17 1.21 1.95 -0.013
C -0.17 0.88 -2.17 0.044
C -1.55 0.80 0.11 -0.009
H 0.17 2.16 1.39 0.100
H 1.03 0.62 1.72 0.083
H -0.44 2.04 -2.22 0.149
H -0.70 0.33 -2.94 0.091
H -1.77 0.82 2.13 0.183
H 0.87 0.70 -2.24 0.067
H -2.50 0.19 -0.05 0.156
H 2.59 -1.97 0.05 0.090
H 1.05 -3.14 0.06 0.105
H 2.29 -3.10 -1.22 0.135
H -1.68 1.89 0.01 0.136
H 0.05 1.44 3.01 0.112
```

The HOMO energy (spin up / spin down) is -12.676 / -12.518 eV. For the LUMO energy (spin up / spin down), the calculation gives -0.174 / -0.164 hartree. As for the charge: +1. Its molar mass is 130.17 g mol⁻¹.


[10]
DFT (ωB97M-V/def2-TZVPD) results for a gas-phase ion, C5H12N3S (charge +1) at a distorted geometry.

```
21
Properties=species:S:1:pos:R:3:lowdin_charge:R:1
S 1.65 -0.29 -2.53 0.816
N 0.59 1.27 -0.60 -0.174
N -0.42 -0.89 -0.50 -0.102
N -0.44 -0.40 0.80 -0.206
C 1.25 2.48 -1.07 -0.028
C -0.28 1.13 0.60 0.016
C -0.04 -2.23 -0.57 -0.120
C -1.53 -0.93 1.63 0.014
C 0.81 0.17 -1.24 -0.726
H -1.65 -0.26 2.42 0.076
H 0.29 -2.51 -1.52 0.054
H 0.43 -0.78 1.43 0.240
H -1.21 -1.97 2.01 0.144
H 0.52 3.12 -1.47 0.071
H 0.73 -2.56 0.11 0.100
H 1.84 3.00 -0.17 0.148
H -1.31 1.47 0.27 0.169
H -0.98 -2.73 -0.25 0.109
H 0.13 1.65 1.52 0.166
H -2.44 -0.95 0.95 0.145
H 2.06 2.21 -1.83 0.089
```

The HOMO energy is -12.749 eV. For the LUMO energy, the calculation gives -0.127 hartree. As for the charge: +1. Its molar mass is 146.24 g mol⁻¹.


[11]
DFT (ωB97M-V/def2-TZVPD) results for a gas-phase ion, C5H12N4O (charge +2) at a distorted geometry.

```
22
Properties=species:S:1:pos:R:3:lowdin_charge:R:1
O -0.79 -2.62 0.08 0.155
N -0.03 0.34 -0.45 0.002
N 3.66 -0.25 -0.03 0.209
N -1.00 0.92 0.52 0.193
N -3.41 0.83 0.07 0.244
C 2.34 0.58 0.08 -0.068
C -1.23 -0.31 -0.25 -0.303
C -2.03 0.94 -0.47 -0.177
C -1.55 -1.70 0.15 -0.137
C 1.15 -0.36 0.00 -0.153
H -3.39 -0.02 0.69 0.169
H -1.94 1.50 -1.42 0.191
H 2.27 1.29 -0.75 0.137
H 4.40 0.05 -0.64 0.163
H 4.10 -0.21 0.88 0.164
H 1.20 -1.27 -0.54 0.125
H -2.53 -1.67 0.64 0.128
H 0.96 -0.61 1.05 0.146
H 3.33 -1.23 -0.38 0.216
H 2.47 1.19 0.99 0.148
H -3.90 1.75 0.48 0.258
H -4.07 0.84 -0.71 0.190
```

The HOMO energy is -17.098 eV. For the LUMO energy, the calculation gives -0.260 hartree. As for the charge: +2. Its molar mass is 144.18 g mol⁻¹.


[12]
DFT (ωB97M-V/def2-TZVPD) results for a gas-phase ion, C5H12N4O (charge +2) at a distorted geometry.

```
22
Properties=species:S:1:pos:R:3:lowdin_spin:R:1
O -1.82 -1.95 2.00 0.000
N -0.81 0.37 2.44 0.008
N 2.41 0.48 -3.37 0.186
N 0.93 1.84 -0.75 0.886
N 0.96 1.07 -1.67 0.565
C 1.31 1.01 -2.91 0.142
C -1.39 -1.99 0.70 0.002
C -0.31 0.31 0.99 0.022
C -0.63 -0.76 0.24 0.006
C 0.43 1.60 0.56 0.110
H -1.34 -0.49 2.72 0.001
H -1.53 1.09 2.59 0.000
H -2.21 -2.15 0.11 0.000
H 3.35 0.64 -3.04 0.005
H -0.81 -2.84 0.59 0.000
H -0.64 -0.84 -0.83 0.002
H 1.32 1.61 1.37 0.032
H 0.05 0.44 2.98 0.001
H 0.45 0.85 -3.46 0.016
H 0.01 2.59 0.79 0.014
H -1.95 -2.88 2.19 0.000
H 2.23 0.00 -4.23 0.005
```

The HOMO energy (spin up / spin down) is -15.478 / -17.539 eV. As for the spin multiplicity: 3. For the LUMO energy (spin up / spin down), the calculation gives -0.288 / -0.385 hartree. As for the charge: +2. Its molar mass is 144.18 g mol⁻¹.